{
  "formula": "C14H31N4O9PS2",
  "method": "ωB97M-V/def2-TZVPD",
  "charge": 0,
  "e_tot_ev": -70368.945,
  "spin_multiplicity": 1,
  "homo_lumo_gap_ev": 9.3838,
  "symbols": ["C", "C", "O", "S", "O", "O", "P", "O", "O", "S", "H", "H", "H", "C", "C", "O", "N", "C", "H", "H", "H", "H", "H", "H", "H", "C", "C", "O", "N", "C", "H", "H", "H", "H", "H", "H", "H", "C", "C", "O", "N", "C", "H", "H", "H", "H", "H", "H", "H", "C", "C", "O", "N", "C", "H", "H", "H", "H", "H", "H", "H"],
  "positions_angstrom": [[-0.035773, 0.065943, 2.502090], [-0.175601, 1.251582, 2.458090], [-0.329309, 2.562339, 2.411313], [-0.747085, 3.140983, 0.863397], [-2.118658, 2.807262, 0.655856], [0.107106, 2.077555, -0.014373], [1.508711, 2.567397, -0.734613], [0.939649, 3.518380, -1.880153], [2.186421, 3.577988, 0.269553], [2.606907, 1.150036, -1.345010], [0.165993, -0.953953, 2.283272], [0.429551, 2.937860, -2.472544], [1.641072, 4.355397, 0.458030], [2.770947, -3.665627, 2.163846], [1.374462, -3.882980, 2.696445], [0.675065, -2.952580, 3.068028], [0.913822, -5.158573, 2.753423], [1.596774, -6.377843, 2.364138], [2.983342, -2.601842, 2.183952], [3.505767, -4.185125, 2.779432], [2.855660, -4.021538, 1.136686], [-0.021033, -5.232718, 3.121554], [1.039661, -6.893183, 1.580199], [1.691947, -7.050378, 3.217889], [2.589107, -6.152905, 1.990504], [-3.369693, 2.482839, 4.742353], [-4.055013, 1.598376, 5.757026], [-4.072443, 1.863091, 6.946136], [-4.661075, 0.474884, 5.284370], [-4.729374, 0.001719, 3.915110], [-2.930521, 3.328641, 5.260872], [-2.578220, 1.937725, 4.226294], [-4.086763, 2.852811, 4.008503], [-5.102148, -0.075820, 6.002976], [-5.768725, -0.077333, 3.589838], [-4.264448, -0.981842, 3.827825], [-4.210834, 0.684289, 3.250993], [5.015918, 2.681829, -4.700665], [5.105099, 1.222277, -4.317152], [5.360767, 0.871422, -3.181674], [4.875274, 0.303690, -5.297722], [4.551523, 0.537981, -6.690538], [5.216441, 3.274796, -3.814772], [5.749263, 2.929535, -5.469266], [4.019028, 2.925057, -5.070024], [4.943118, -0.648547, -4.977157], [3.582745, 0.099690, -6.937630], [5.306520, 0.091397, -7.340484], [4.508703, 1.601867, -6.895021], [-3.148001, 1.228239, -3.023794], [-2.056603, 0.361653, -2.439660], [-0.872994, 0.642607, -2.544458], [-2.434902, -0.756295, -1.772020], [-3.776174, -1.251898, -1.533288], [-2.684093, 2.075539, -3.517830], [-3.736709, 0.672863, -3.754472], [-3.810685, 1.596085, -2.239977], [-1.658955, -1.280819, -1.399367], [-3.972709, -1.312831, -0.461734], [-3.897475, -2.247407, -1.963629], [-4.510345, -0.591585, -1.980967]],
  "atomic_forces_ev_per_a": [[0.00, 0.15, -0.61], [-0.11, 0.18, 0.46], [0.10, -0.23, -0.60], [0.16, 0.19, 0.32], [-0.38, -0.20, -0.12], [0.00, 0.35, 0.51], [0.79, -1.19, -0.97], [-0.41, 0.10, 0.13], [-0.26, 0.33, 0.20], [-0.21, 0.17, 0.42], [0.03, -0.33, 0.53], [-0.03, 0.13, -0.21], [0.15, 0.12, 0.04], [-0.03, 0.04, 0.00], [0.05, 0.06, 0.01], [-0.05, -0.05, -0.09], [0.08, -0.04, -0.05], [-0.23, 0.07, 0.11], [-0.04, 0.03, 0.02], [0.02, -0.03, -0.04], [0.05, -0.04, 0.01], [-0.01, -0.01, 0.02], [0.06, -0.02, -0.03], [0.06, -0.02, -0.02], [0.03, 0.01, -0.01], [0.04, 0.03, 0.03], [0.05, 0.02, 0.00], [-0.02, 0.02, 0.01], [-0.01, 0.02, -0.11], [-0.08, -0.08, 0.24], [-0.02, -0.01, 0.08], [-0.03, 0.01, -0.08], [0.05, -0.03, -0.08], [0.00, -0.02, 0.01], [0.01, 0.02, -0.06], [0.04, 0.01, -0.06], [0.03, 0.01, -0.02], [0.02, 0.00, 0.02], [-0.09, 0.05, 0.00], [0.13, -0.08, 0.02], [0.01, 0.08, -0.07], [0.03, -0.21, 0.17], [0.00, -0.03, 0.05], [-0.04, 0.02, -0.04], [0.01, 0.02, -0.05], [-0.01, -0.02, 0.01], [-0.02, 0.05, -0.04], [-0.01, 0.05, -0.05], [0.00, 0.03, 0.00], [0.05, 0.00, 0.01], [-0.08, -0.02, 0.16], [0.14, 0.31, -0.16], [-0.08, 0.00, -0.09], [0.24, -0.06, 0.07], [0.04, 0.00, -0.01], [-0.05, 0.01, 0.02], [-0.03, -0.02, -0.01], [0.01, 0.01, 0.05], [-0.06, 0.02, 0.00], [-0.06, 0.01, -0.02], [-0.02, 0.02, -0.01]]
}

{
  "formula": "C33H35F6N3O7P5STeV",
  "method": "ωB97M-V/def2-TZVPD",
  "charge": 1,
  "e_tot_ev": -160165.110,
  "spin_multiplicity": 4,
  "de_lowest_kcal_mol": 30.7,
  "homo_lumo_gap_ev": [7.5063, 5.6408],
  "symbols": ["V", "C", "C", "O", "P", "O", "O", "O", "P", "O", "O", "O", "H", "H", "H", "H", "H", "H", "H", "Te", "C", "C", "C", "N", "C", "C", "C", "P", "C", "C", "C", "C", "C", "C", "C", "C", "C", "C", "C", "C", "P", "C", "C", "C", "C", "C", "C", "C", "C", "C", "C", "C", "C", "H", "H", "H", "H", "H", "H", "H", "H", "H", "H", "H", "H", "H", "H", "H", "H", "H", "H", "H", "H", "H", "H", "H", "H", "F", "P", "F", "F", "F", "F", "F", "N", "C", "N", "S", "H", "H", "H", "H"],
  "positions_angstrom": [[1.007740, 1.364860, 0.607816], [0.347615, 2.872333, 5.138486], [1.260495, 3.040303, 3.923919], [2.152418, 4.152454, 4.073017], [2.406008, 1.617840, 3.646700], [3.834607, 2.081857, 4.112870], [1.869687, 0.537102, 4.665496], [2.490490, 1.101819, 2.244956], [0.337753, 3.177482, 2.336661], [-0.502913, 4.471682, 2.591112], [-0.432661, 1.884799, 2.116247], [1.368246, 3.300411, 1.227085], [0.912439, 2.602379, 6.028644], [-0.408821, 2.106687, 4.960976], [-0.163385, 3.818709, 5.314627], [1.647445, 4.971680, 3.987443], [3.844111, 2.853248, 4.698853], [2.253993, -0.343728, 4.542759], [-0.997074, 4.761537, 1.799512], [-1.963851, 0.571768, -0.159743], [-3.320064, -0.416731, -1.403730], [-3.768716, 0.150692, -2.582630], [-4.794641, -0.496730, -3.255451], [-5.375853, -1.620743, -2.823981], [-4.938398, -2.128574, -1.669645], [-3.922468, -1.560945, -0.911074], [-0.176201, -0.440423, -0.422611], [0.528563, -0.847130, 1.191635], [1.767953, -2.171491, 1.189709], [1.492089, -3.397822, 1.801175], [2.455243, -4.397872, 1.828567], [3.699497, -4.179882, 1.257338], [3.988006, -2.954029, 0.669881], [3.034721, -1.951513, 0.644138], [-0.811183, -1.436963, 2.267710], [-1.653188, -2.449878, 1.799575], [-2.660557, -2.948172, 2.609885], [-2.846286, -2.430289, 3.888230], [-2.021426, -1.417834, 4.352248], [-1.001207, -0.923610, 3.545422], [0.590913, -1.301761, -1.872159], [-0.641176, -2.586851, -2.313644], [-1.586365, -2.478100, -3.329651], [-2.467129, -3.521127, -3.586982], [-2.411503, -4.686978, -2.832868], [-1.452311, -4.820952, -1.836481], [-0.563409, -3.781652, -1.592262], [0.568803, -0.153354, -3.281528], [1.618408, -0.320394, -4.186214], [1.728083, 0.498346, -5.302426], [0.801863, 1.511906, -5.512425], [-0.239015, 1.697325, -4.611931], [-0.353413, 0.862846, -3.510860], [-3.346435, 1.063362, -2.984417], [-5.171609, -0.085550, -4.185277], [-5.421632, -3.038595, -1.329654], [-3.621532, -2.018759, 0.021548], [0.532166, -3.586949, 2.256305], [2.227884, -5.346494, 2.299061], [4.449079, -4.960571, 1.278842], [4.960361, -2.777127, 0.227010], [3.277387, -0.998165, 0.194017], [-1.523795, -2.845998, 0.797744], [-3.302583, -3.741434, 2.243825], [-3.638218, -2.815737, 4.518130], [-2.171920, -1.006249, 5.342538], [-0.369566, -0.125508, 3.907350], [-1.622677, -1.586458, -3.945614], [-3.200599, -3.422130, -4.377699], [-3.096381, -5.500059, -3.040467], [-1.379129, -5.741533, -1.270165], [0.208738, -3.899708, -0.836577], [2.358860, -1.094424, -4.012075], [2.543637, 0.354065, -6.000091], [0.897701, 2.166780, -6.370563], [-0.952033, 2.499984, -4.757522], [-1.158942, 1.034967, -2.815035], [0.092676, 2.698291, -1.108772], [-0.879871, 4.058964, -1.481650], [-1.909558, 3.024712, -2.158171], [0.201086, 4.964750, -0.725825], [-0.067131, 4.178447, -2.846185], [-1.622234, 3.797964, -0.039954], [-1.814992, 5.290838, -1.810499], [4.271668, 3.018583, 0.252824], [3.408895, 2.823067, -0.737982], [3.066135, 3.831381, -1.515680], [2.729529, 1.250552, -1.069897], [4.530198, 3.948203, 0.542367], [4.381047, 2.273467, 0.921897], [3.288445, 4.785482, -1.277823], [2.311404, 3.683089, -2.170252]],
  "atomic_forces_ev_per_a": [[0.44, 0.42, 0.15], [-0.03, -0.02, -0.13], [0.00, 0.02, -0.05], [-0.10, -0.09, 0.02], [-0.05, 0.18, -0.53], [0.04, -0.10, 0.04], [0.09, -0.17, 0.04], [-0.07, 0.13, 0.23], [0.58, -0.03, 0.16], [-0.31, 0.21, -0.16], [0.07, 0.19, -0.12], [-0.29, 0.01, 0.08], [0.03, 0.04, 0.01], [0.04, 0.01, -0.01], [-0.02, 0.01, 0.01], [0.00, 0.01, 0.05], [-0.04, 0.08, -0.05], [-0.03, -0.02, 0.03], [0.04, -0.01, 0.06], [-0.11, -0.20, 0.13], [-0.03, 0.08, -0.10], [-0.01, -0.01, -0.12], [-0.21, -0.26, 0.00], [0.31, 0.19, 0.20], [-0.11, 0.03, -0.22], [-0.09, -0.16, -0.17], [0.31, 0.04, 0.25], [-0.52, -0.79, -0.28], [0.01, -0.05, 0.08], [0.06, 0.00, -0.08], [-0.02, 0.04, 0.00], [0.04, 0.02, -0.01], [0.02, -0.06, 0.00], [-0.06, 0.11, -0.03], [0.02, 0.08, 0.03], [-0.07, -0.02, 0.03], [0.01, 0.02, -0.02], [0.00, -0.01, -0.01], [0.05, 0.01, -0.05], [-0.01, 0.00, 0.03], [-0.06, 0.06, 0.10], [-0.01, -0.07, 0.12], [0.01, 0.04, -0.14], [0.04, -0.01, 0.04], [0.02, 0.03, -0.01], [0.02, 0.08, -0.03], [-0.08, 0.03, 0.10], [-0.11, 0.10, -0.08], [0.01, -0.05, -0.09], [-0.04, -0.01, 0.06], [0.02, 0.00, 0.01], [0.01, -0.02, -0.05], [0.07, -0.14, -0.01], [-0.04, -0.02, 0.03], [-0.02, -0.04, 0.00], [-0.01, 0.03, -0.03], [-0.01, 0.01, -0.01], [-0.05, 0.01, 0.02], [0.01, 0.04, -0.02], [-0.01, 0.01, -0.01], [-0.03, 0.00, 0.03], [-0.03, 0.00, 0.00], [0.05, -0.01, -0.01], [0.03, 0.04, 0.02], [0.02, 0.01, -0.02], [0.01, -0.01, -0.03], [0.01, 0.01, -0.01], [-0.02, 0.01, 0.07], [0.02, 0.00, 0.01], [0.01, 0.03, 0.01], [0.00, 0.02, -0.01], [-0.01, 0.00, -0.02], [-0.02, 0.03, 0.00], [-0.02, 0.00, 0.03], [-0.01, -0.05, 0.03], [0.04, -0.06, 0.02], [0.01, -0.03, -0.01], [-0.07, -0.14, 0.28], [0.12, -0.11, 0.30], [-0.29, 0.01, -0.08], [-0.02, 0.20, -0.03], [0.11, 0.09, -0.08], [-0.01, 0.17, 0.07], [0.12, -0.11, 0.10], [-0.09, -0.20, 0.03], [-0.28, -0.14, 0.05], [-0.15, 0.05, -0.08], [0.68, 0.15, -0.10], [0.01, 0.02, -0.02], [0.03, -0.03, -0.01], [0.04, 0.01, -0.02], [-0.01, 0.02, -0.03]]
}